Below is a molecular structure, C5H8O, with properties calculated with wB97M-V/def2-TZVPD.

Calculated values
ΔE to the lowest compared entry with this formula, charge and spin: 107.1 kcal per mole
Gap between HOMO and LUMO (spin up / spin down): 8.77 / 8.47 eV
Highest occupied orbital energy (spin up / spin down): -8.16 / -7.87 eV
Total charge: 0
DFT total energy: -7357.6107 eV

```
14
Properties=species:S:1:pos:R:3:forces:R:3:lowdin_charge:R:1
O 1.3177 0.0020 1.9070 0.4 -0.2 -0.5 0.046
C 0.7146 -0.0598 0.6737 -0.4 0.6 0.1 -0.254
C -0.7373 -0.3819 0.8132 -0.4 -0.1 0.0 -0.139
C -0.7553 0.0883 -0.6399 -0.5 0.3 -0.2 -0.430
C 0.3670 1.0842 -0.3414 0.4 -0.1 0.3 -0.097
C -0.0645 -1.0293 -1.2901 0.0 -0.1 -0.4 0.049
H 2.2272 0.3195 1.9612 -0.1 0.1 -0.6 0.108
H -1.2085 0.3108 1.5202 0.0 0.0 0.0 0.120
H -1.0032 -1.4187 1.0407 -0.1 0.2 -0.2 0.114
H -1.5845 0.6234 -1.0931 -0.6 -0.5 -0.1 0.135
H 0.9450 1.3795 -1.2311 0.3 -0.3 0.6 0.107
H -0.0332 1.9886 0.1500 0.3 -0.2 0.1 0.112
H -0.4695 -2.0377 -1.1496 0.3 0.3 0.2 0.062
H 0.2845 -0.8689 -2.3207 0.4 0.0 0.5 0.065
```
Positions in Å, forces in eV/Å.

Below is C3H7N3O2 in the gas phase, with properties calculated with wB97M-V/def2-TZVPD.

Calculated values
ΔE to the lowest compared entry with this formula, charge and spin: 165.7 kcal per mole
Gap between HOMO and LUMO: 10.49 eV
SMILES: CN(C=O)/N=C\NO
Highest occupied orbital energy: -9.73 eV
Total charge: 0
DFT total energy: -11784.1282 eV

```
15
Properties=species:S:1:pos:R:3:forces:R:3:lowdin_charge:R:1
C 0.7149 2.2548 -1.4155 -4.1 -2.3 -0.3 -0.019
N 0.6039 0.9111 -0.7359 -1.9 -1.9 0.5 -0.143
C 1.5603 0.0430 -0.2693 2.5 3.6 -1.7 -0.380
O 1.5229 -1.1034 0.0240 -1.6 -2.7 0.9 0.016
N -0.6546 0.1990 -1.0630 0.7 0.3 1.9 0.096
C -1.1386 -0.4555 -0.0643 1.1 4.0 1.4 -0.147
N -0.7896 -0.3322 1.4803 1.8 -6.6 -3.8 0.027
O -1.7488 -1.4460 1.8453 -1.3 3.3 3.4 -0.157
H 0.2068 1.9195 -2.4255 1.8 1.5 1.3 0.119
H 0.0059 3.0568 -0.9649 1.2 -1.6 -0.4 0.106
H 1.7115 2.5429 -1.2931 1.5 0.6 -0.7 0.047
H 2.5929 0.4384 -0.3014 -0.3 1.0 0.1 0.137
H -2.1675 -0.7406 -0.0505 -0.4 -0.9 -0.9 0.105
H 0.1012 -1.1345 1.4715 -2.0 3.8 0.1 0.173
H -1.5811 -2.1858 1.3336 0.9 -2.2 -1.7 0.019
```
Positions in Å, forces in eV/Å.

Below is 2 unconnected molecules or ions with the total composition C39H52Br2N4O4S, with properties calculated with wB97M-V/def2-TZVPD.

Calculated values
Gap between HOMO and LUMO: 6.01 eV
SMILES: [H]/N=C/Cc1cc(CCCCN)c(CCCC)c2c1Nc1c(c([C@@H](C)CC)c(N)c(OCCOCC)c1/C(Br)=C(/C)Br)S2.O=C1C=CC(=O)C=C1
Highest occupied orbital energy: -7.54 eV
Total charge: 0
DFT total energy: -206351.0412 eV

```
102
Properties=species:S:1:pos:R:3:forces:R:3:lowdin_charge:R:1
H 4.6358 4.8392 2.9949 -0.2 -0.3 0.2 0.045
N 4.1117 3.9639 3.1424 0.1 -0.1 -1.2 0.070
C 3.9748 3.3861 2.0026 -0.1 -0.1 1.1 -0.232
C 3.2439 2.0036 1.9753 0.0 0.5 -0.2 -0.141
C 1.8945 2.0268 1.1945 -1.8 0.2 -1.2 -0.122
C 0.9091 3.0790 1.5213 -0.2 -1.4 -1.4 0.022
C -0.3804 3.1829 0.8407 0.5 -0.6 -1.2 -0.146
C -1.4537 4.2748 1.2188 0.7 -1.6 1.6 -0.120
C -2.2011 3.7039 2.5155 -0.4 -0.4 0.0 -0.179
C -3.3530 2.6883 2.1697 -0.6 -0.2 0.1 -0.208
C -4.3518 2.4126 3.3569 -0.9 -0.3 -0.6 -0.293
N -4.0107 1.2002 4.1534 -0.4 0.3 0.2 -0.040
C -0.7264 2.2452 -0.2460 1.6 -0.8 0.9 -0.155
C -2.0575 2.3010 -1.0568 0.1 0.3 -0.5 -0.170
C -2.0381 3.4057 -2.2165 -1.0 -0.1 0.5 -0.167
C -3.4024 4.2450 -2.2374 0.2 0.4 -0.4 -0.230
C -3.1972 5.7404 -1.7212 -0.4 -0.5 0.2 -0.117
C 0.2519 1.2101 -0.5583 1.0 0.1 1.1 -0.336
C 1.5438 1.0566 0.1397 -1.1 2.4 0.9 -0.172
N 2.4502 0.0015 -0.2351 -1.4 -0.4 0.4 0.078
C 1.8495 -1.2948 -0.2421 -1.5 -3.1 -0.4 -0.181
C 0.6113 -1.5422 -1.0072 1.1 -0.1 0.9 -0.341
C -0.0501 -2.8378 -1.1025 1.6 0.0 0.9 -0.135
C -1.3468 -3.0144 -1.9773 -0.2 -0.4 0.3 -0.324
C -1.2389 -4.2234 -2.9873 -0.7 0.5 -0.2 -0.089
C -2.6600 -3.1094 -1.0458 1.2 1.2 -0.2 -0.189
C -2.3950 -2.3657 0.3272 -1.1 -0.4 -0.1 -0.108
C 0.5531 -3.9519 -0.3462 0.7 1.4 0.2 -0.141
N -0.0782 -5.2804 -0.3580 0.5 1.5 -0.1 0.073
C 1.7790 -3.7771 0.4755 -1.9 1.8 -2.0 -0.143
O 2.1983 -4.9079 1.1642 0.4 1.4 -1.5 -0.076
C 3.5343 -5.3246 0.8307 0.7 -1.1 1.5 -0.135
C 4.3795 -5.3316 2.1968 -0.4 -0.1 0.5 -0.167
O 3.5913 -4.7996 3.2852 0.6 0.1 -0.1 -0.201
C 4.2817 -4.9576 4.5236 0.2 0.0 0.8 -0.271
C 3.8403 -3.9472 5.6352 0.1 0.0 0.4 -0.089
C 2.4010 -2.4482 0.4914 0.5 0.2 0.0 -0.136
C 3.6909 -2.1700 1.3120 -1.6 -0.1 0.3 -0.613
Br 5.4268 -2.4159 0.3821 -1.1 0.4 0.3 0.764
C 3.7104 -1.7365 2.5972 1.4 -0.5 -1.0 -0.684
C 5.0980 -1.4699 3.2823 -1.0 1.2 0.0 -0.156
Br 2.0104 -1.4248 3.5035 1.4 -0.1 -0.5 0.771
S -0.0517 -0.0548 -1.8521 0.5 -0.1 1.0 0.975
H 4.4252 3.8865 1.1087 -0.7 -0.9 0.2 0.120
H 3.0339 1.7353 3.0410 0.3 0.3 -0.8 0.108
H 3.9881 1.2565 1.5887 -0.8 0.5 0.2 0.097
H 1.1972 3.8016 2.3296 -0.5 -0.7 -0.9 0.120
H -0.9138 5.2067 1.5166 -0.6 -0.6 -0.5 0.115
H -2.2228 4.4173 0.4253 0.9 0.2 0.5 0.077
H -2.6649 4.5238 3.1307 0.5 -0.6 -0.7 0.107
H -1.4832 3.1454 3.1841 -0.5 0.8 -0.7 0.119
H -2.9642 1.6779 1.8451 -0.1 1.1 0.3 0.114
H -3.9803 3.0490 1.3016 0.7 -0.1 0.9 0.100
H -4.4800 3.2929 4.0479 0.5 -0.8 -0.6 0.111
H -5.3872 2.2279 2.9278 1.0 0.5 0.1 0.104
H -3.9797 0.3665 3.5574 0.1 0.5 0.0 0.057
H -4.8285 1.0356 4.7544 0.6 0.0 -0.1 0.061
H -2.9489 2.5269 -0.4212 1.0 -0.3 -0.3 0.070
H -2.2827 1.3226 -1.5647 0.5 0.8 0.8 0.082
H -1.9596 2.9048 -3.2219 0.3 0.5 1.1 0.089
H -1.1731 4.0954 -2.0224 -0.8 -0.6 -0.5 0.107
H -4.2004 3.7788 -1.6016 0.8 0.1 -0.5 0.095
H -3.8124 4.2338 -3.3027 0.6 0.3 1.5 0.082
H -2.1018 5.9663 -1.6532 -1.0 0.1 -0.4 0.066
H -3.7625 6.4364 -2.3881 0.8 -0.3 0.5 0.068
H -3.6043 5.8929 -0.6797 0.3 -0.3 -1.0 0.064
H 3.3269 0.0284 0.2823 -0.4 -0.1 -0.1 0.087
H -1.5230 -2.1015 -2.6154 0.6 -0.8 0.8 0.095
H -1.1900 -5.2228 -2.4960 0.2 1.0 -0.3 0.058
H -2.1831 -4.2236 -3.6105 1.0 0.1 0.5 0.082
H -0.3684 -4.0396 -3.6651 -0.7 -0.4 0.5 0.081
H -3.4595 -2.5065 -1.5666 0.6 -1.0 0.4 0.108
H -2.9340 -4.1865 -0.9346 0.0 1.0 0.1 0.105
H -1.8068 -3.0267 1.0097 -0.3 0.8 -0.5 0.073
H -3.3967 -2.1743 0.7967 0.9 -0.2 -0.2 0.068
H -1.9188 -1.3539 0.1919 -0.3 -1.2 0.0 0.070
H 0.6643 -5.9403 -0.5919 -0.5 -0.1 0.5 0.086
H -0.4481 -5.4356 0.5809 0.4 -0.4 -0.3 0.090
H 3.4969 -6.4097 0.5204 -0.2 1.2 0.0 0.129
H 4.0162 -4.7279 0.0211 -0.6 -0.3 0.8 0.083
H 4.6150 -6.3973 2.4975 0.1 1.0 -0.6 0.128
H 5.3077 -4.7059 2.1427 -0.5 -0.7 -0.3 0.084
H 4.0888 -5.9987 4.9272 0.4 0.9 -0.5 0.126
H 5.3943 -4.8087 4.3709 -1.0 -0.3 0.1 0.121
H 2.7341 -3.8201 5.7383 0.9 -0.2 -0.3 0.071
H 4.2051 -4.3517 6.6246 -0.3 0.3 -1.0 0.082
H 4.2978 -2.9284 5.5389 -0.4 -0.9 -0.2 0.049
H 4.9678 -1.1317 4.3404 0.1 -0.6 -0.9 0.070
H 5.5436 -0.5891 2.7312 -0.3 -0.9 0.6 0.071
H 5.8155 -2.3165 3.1710 -0.8 0.5 0.2 0.058
O -3.4555 4.2207 -5.6653 0.0 -0.1 -0.1 0.092
C -3.0221 3.3177 -6.3528 -0.1 0.2 0.1 -0.381
C -3.8827 2.6157 -7.3320 -0.1 -0.1 -0.1 0.022
C -3.4072 1.6244 -8.0834 -0.2 0.1 0.0 0.021
C -1.9975 1.1829 -7.9730 0.1 -0.2 -0.1 -0.387
O -1.5646 0.2808 -8.6596 -0.1 0.1 0.1 0.108
C -1.1369 1.8853 -6.9934 0.0 0.1 0.2 0.026
C -1.6127 2.8767 -6.2421 0.2 -0.1 0.0 0.016
H -4.9098 2.9516 -7.4002 0.0 0.0 0.0 0.122
H -4.0216 1.0994 -8.8038 0.0 0.0 0.0 0.122
H -0.1098 1.5496 -6.9249 0.0 0.0 0.0 0.124
H -0.9983 3.4019 -5.5215 0.0 0.0 0.0 0.119
```
Positions in Å, forces in eV/Å.

Below is 2 unconnected molecules or ions with the total composition C5H8Cl3N, with properties calculated with wB97M-V/def2-TZVPD.

Calculated values
ΔE to the lowest compared entry with this formula, charge and spin: 8.5 kcal per mole
Gap between HOMO and LUMO: 7.82 eV
Highest occupied orbital energy: -7.45 eV
Total charge: 0
DFT total energy: -44367.6939 eV

```
17
Properties=species:S:1:pos:R:3:forces:R:3:lowdin_charge:R:1
C -0.5977 -0.4905 0.5820 -1.1 -2.3 0.9 -0.123
C -1.7782 1.4379 -0.1716 -0.2 0.2 0.8 -0.060
C 0.9278 1.2644 -0.0515 -3.4 2.7 -0.8 -0.031
C -0.4609 0.6165 -0.3554 -0.5 -0.7 0.2 -0.383
C 2.4491 -3.1905 2.0289 -0.6 1.8 -2.0 -1.397
N -0.8549 -1.3319 1.3436 0.6 1.3 -1.5 0.163
Cl 3.6510 -2.8610 3.1665 0.8 -0.2 1.2 0.464
Cl 0.5390 -3.0921 3.1528 -1.9 0.3 0.1 0.337
Cl 2.4061 -4.7993 1.5093 0.3 -1.5 0.0 0.448
H -1.4711 2.4830 -0.1327 -0.3 0.2 -0.3 0.066
H -2.4481 1.2396 -1.0662 0.5 0.3 1.5 0.099
H -2.2550 1.2326 0.8648 0.5 0.2 -2.0 0.113
H 1.5694 0.5468 0.3180 1.8 -1.4 0.2 0.045
H 0.7609 2.0179 0.7803 0.4 -0.6 -1.2 0.110
H 1.1235 1.7284 -1.0415 0.9 0.0 1.1 0.097
H -0.5430 0.2669 -1.4130 0.6 -0.3 1.0 0.149
H -0.4043 -2.4764 2.1720 1.4 -0.1 1.0 -0.098
```
Positions in Å, forces in eV/Å.